# 1
This record from the OMol25 dataset describes a cluster of 8 separate species, C48H120N8O16 in total. The level of theory is ωB97M-V with the def2-TZVPD basis set.

**SMILES**: COCCNCCOC.COCCNCCOC.COCCNCCOC.COCCNCCOC.COCCNCCOC.COCCNCCOC.COCCNCCOC.COCCNCCOC
**ΔE to the lowest compared entry with this formula, charge and spin**: 10.448 eV
**HOMO-LUMO gap**: 8.69 eV

ORCA input file:
```
! wB97M-V def2-TZVPD RIJCOSX def2/J DEFGRID3
* xyz 0 1
C 6.683 -7.312 6.921
O 6.964 -6.005 7.398
C 7.597 -5.975 8.612
C 7.836 -4.457 8.975
N 6.650 -3.595 8.965
C 6.625 -2.096 8.716
C 7.114 -1.367 9.941
O 7.281 -0.030 9.621
C 6.903 0.797 10.690
H 5.612 -7.506 6.985
H 7.197 -8.159 7.374
H 6.944 -7.303 5.863
H 8.595 -6.397 8.487
H 6.966 -6.428 9.376
H 8.618 -3.977 8.387
H 8.240 -4.600 9.977
H 5.889 -4.052 8.484
H 5.573 -1.942 8.477
H 7.228 -1.977 7.816
H 8.127 -1.743 10.083
H 6.450 -1.527 10.791
H 7.297 1.807 10.580
H 7.302 0.579 11.680
H 5.845 0.800 10.952
C 10.456 -2.618 16.798
O 10.536 -2.609 18.152
C 11.436 -3.624 18.529
C 11.685 -3.527 20.114
N 12.589 -4.568 20.598
C 13.140 -4.222 21.949
C 14.093 -5.236 22.455
O 13.411 -6.424 22.714
C 12.603 -6.496 23.945
H 10.187 -3.568 16.336
H 11.393 -2.292 16.348
H 9.673 -1.926 16.489
H 12.398 -3.579 18.020
H 10.984 -4.614 18.473
H 10.781 -3.612 20.717
H 11.944 -2.490 20.329
H 12.377 -5.539 20.424
H 12.361 -4.315 22.706
H 13.708 -3.292 21.966
H 14.474 -4.929 23.429
H 14.822 -5.479 21.681
H 12.064 -7.431 24.094
H 11.901 -5.662 23.962
H 13.370 -6.554 24.718
C 12.105 6.750 5.733
O 13.479 6.435 5.821
C 14.326 6.988 4.878
C 15.806 6.699 4.925
N 16.500 7.171 3.765
C 16.953 8.593 3.850
C 17.126 9.259 2.481
O 15.779 9.433 1.966
C 15.629 10.338 0.911
H 11.548 6.503 6.637
H 11.756 6.230 4.841
H 11.856 7.809 5.661
H 14.285 8.077 4.913
H 13.964 6.581 3.934
H 15.823 5.618 4.783
H 16.202 6.935 5.913
H 15.880 7.009 2.984
H 17.874 8.646 4.431
H 16.131 9.167 4.277
H 17.660 8.821 1.638
H 17.530 10.252 2.680
H 16.033 9.866 0.015
H 16.103 11.302 1.091
H 14.550 10.486 0.964
C 0.314 -5.354 -3.025
O 1.672 -5.565 -3.152
C 1.998 -6.979 -3.262
C 2.404 -7.546 -1.803
N 2.964 -6.518 -0.930
C 3.084 -6.739 0.584
C 2.018 -6.074 1.390
O 2.187 -4.626 1.433
C 1.450 -3.903 0.445
H 0.058 -4.295 -3.063
H 0.055 -5.740 -2.039
H -0.253 -5.914 -3.768
H 2.874 -7.074 -3.905
H 1.170 -7.569 -3.655
H 3.051 -8.422 -1.758
H 1.435 -7.867 -1.420
H 2.619 -5.594 -1.147
H 4.125 -6.589 0.870
H 3.285 -7.796 0.761
H 2.098 -6.504 2.389
H 1.097 -6.403 0.909
H 2.057 -3.703 -0.438
H 1.113 -2.965 0.886
H 0.566 -4.377 0.018
C -1.513 6.793 17.810
O -2.841 6.682 17.332
C -3.170 5.276 16.979
C -2.923 4.950 15.503
N -1.593 5.253 15.078
C -1.241 4.855 13.712
C 0.171 5.363 13.300
O 0.175 6.819 13.342
C 1.433 7.394 13.255
H -1.321 7.831 18.082
H -0.674 6.544 17.160
H -1.401 6.200 18.718
H -4.234 5.339 17.210
H -2.721 4.596 17.703
H -3.601 5.413 14.786
H -3.009 3.881 15.305
H -1.299 6.207 15.232
H -2.062 5.237 13.104
H -1.172 3.767 13.713
H 0.299 4.956 12.297
H 0.979 4.982 13.925
H 2.156 6.829 13.844
H 1.350 8.399 13.668
H 1.846 7.496 12.252
C 8.032 -8.614 14.648
O 6.740 -8.243 15.072
C 5.594 -8.325 14.152
C 4.341 -7.890 14.910
N 4.144 -6.539 15.346
C 3.821 -5.731 14.178
C 3.924 -4.167 14.410
O 2.559 -3.709 14.668
C 2.158 -3.418 15.945
H 8.259 -7.955 13.811
H 8.055 -9.640 14.279
H 8.779 -8.421 15.418
H 5.397 -9.315 13.741
H 5.693 -7.650 13.302
H 4.368 -8.545 15.781
H 3.555 -8.289 14.268
H 3.310 -6.772 15.866
H 2.878 -6.097 13.772
H 4.610 -5.877 13.440
H 4.060 -3.611 13.482
H 4.713 -4.035 15.150
H 2.612 -2.458 16.192
H 2.496 -4.266 16.541
H 1.074 -3.516 16.003
C 0.536 -12.292 3.619
O 1.009 -13.643 3.525
C 1.850 -13.835 2.396
C 2.646 -15.235 2.553
N 1.638 -16.281 2.861
C 0.855 -16.750 1.685
C 1.597 -17.682 0.730
O 2.675 -17.067 0.061
C 3.456 -18.014 -0.670
H -0.404 -12.180 4.158
H 0.371 -11.726 2.702
H 1.219 -11.611 4.126
H 2.626 -13.076 2.304
H 1.306 -13.939 1.457
H 3.311 -15.126 3.410
H 3.251 -15.532 1.697
H 1.085 -15.919 3.625
H 0.332 -15.948 1.164
H 0.013 -17.188 2.222
H 0.856 -17.990 -0.009
H 1.880 -18.561 1.309
H 2.877 -18.523 -1.440
H 4.103 -18.774 -0.233
H 4.158 -17.486 -1.315
C 10.623 9.288 19.424
O 9.486 8.776 18.630
C 9.697 8.174 17.451
C 8.331 7.970 16.762
N 7.366 7.091 17.621
C 7.891 5.769 18.039
C 8.433 5.793 19.504
O 7.474 6.178 20.501
C 7.785 6.071 21.915
H 10.683 8.801 20.397
H 10.557 10.372 19.518
H 11.600 9.062 18.996
H 10.307 7.273 17.509
H 10.354 8.854 16.909
H 8.647 7.465 15.849
H 7.890 8.929 16.491
H 7.412 7.661 18.453
H 8.761 5.367 17.519
H 7.106 5.013 18.018
H 9.366 6.339 19.640
H 8.958 4.869 19.746
H 7.261 6.622 22.696
H 8.813 6.433 21.908
H 7.908 5.042 22.252
*
```

Mulliken population analysis, charges in e, atoms 1 to 4: -0.80, -0.32, -0.52, -0.67

=====

# 2
This record from the OMol25 dataset describes a cluster of 11 separate species, C48H123N5O18S6 in total. The level of theory is ωB97M-V with the def2-TZVPD basis set.

**SMILES**: CCOS(C)(=O)=O.CCOS(C)(=O)=O.CCOS(C)(=O)=O.CCOS(C)(=O)=O.CCOS(C)(=O)=O.CCOS(C)(=O)=O.CCN(CC)CC.CCN(CC)CC.CCN(CC)CC.CCN(CC)CC.CCN(CC)CC
**ΔE to the lowest compared entry with this formula, charge and spin**: 3.808 eV
**HOMO-LUMO gap**: 7.54 eV

ORCA input file:
```
! wB97M-V def2-TZVPD RIJCOSX def2/J DEFGRID3
* xyz 0 1
C -3.176 -1.106 -5.476
C -2.898 -2.552 -5.021
O -1.598 -2.461 -4.381
S -1.349 -2.644 -2.745
C -1.944 -0.978 -2.232
O -2.222 -3.745 -2.342
O 0.105 -2.728 -2.539
H -3.451 -0.349 -4.742
H -3.984 -1.068 -6.206
H -2.358 -0.703 -6.072
H -3.757 -2.737 -4.377
H -2.848 -3.175 -5.914
H -1.724 -0.752 -1.188
H -3.005 -1.032 -2.475
H -1.441 -0.257 -2.877
C 1.279 -1.607 -5.381
C 2.318 -2.457 -6.102
O 3.550 -1.849 -6.165
S 4.777 -2.579 -7.054
C 4.196 -2.243 -8.775
O 6.003 -1.826 -6.908
O 4.753 -4.048 -6.936
H 1.586 -1.585 -4.336
H 0.307 -2.051 -5.598
H 1.302 -0.571 -5.719
H 2.401 -3.420 -5.598
H 1.937 -2.627 -7.109
H 3.145 -2.382 -9.028
H 4.704 -2.844 -9.529
H 4.459 -1.206 -8.981
C 0.736 0.115 7.188
C 0.569 1.070 5.991
O -0.470 1.990 6.344
S -0.902 3.167 5.260
C 0.745 3.986 5.039
O -1.393 2.506 4.041
O -1.790 4.070 5.990
H 1.407 -0.718 6.976
H -0.263 -0.227 7.457
H 1.024 0.728 8.042
H 1.490 1.623 5.807
H 0.359 0.533 5.066
H 1.228 3.384 4.269
H 1.305 3.899 5.971
H 0.577 5.044 4.838
C -3.568 4.624 3.063
C -3.196 6.057 3.528
O -1.817 6.070 3.652
S -0.900 6.577 2.378
C -0.901 8.394 2.762
O 0.448 6.039 2.553
O -1.616 6.340 1.135
H -3.418 3.928 3.889
H -2.792 4.354 2.346
H -4.483 4.521 2.480
H -3.603 6.733 2.776
H -3.554 6.226 4.544
H 0.008 8.896 2.430
H -1.060 8.462 3.838
H -1.792 8.775 2.264
C 2.531 0.056 -1.772
C 1.298 0.269 -0.887
O 1.688 0.844 0.345
S 0.489 1.155 1.502
C -0.029 2.875 0.967
O -0.681 0.279 1.213
O 1.023 1.298 2.836
H 3.143 0.954 -1.856
H 2.239 -0.350 -2.741
H 3.128 -0.718 -1.290
H 0.777 1.042 -1.451
H 0.722 -0.655 -0.834
H 0.761 3.575 1.239
H -0.985 3.081 1.448
H -0.254 2.807 -0.098
C -4.706 5.653 -0.955
C -3.437 4.819 -0.986
O -3.573 3.686 -1.797
S -2.385 3.264 -2.903
C -2.622 4.736 -3.932
O -1.117 3.371 -2.182
O -2.742 2.050 -3.658
H -4.448 6.574 -0.431
H -5.568 5.266 -0.411
H -5.054 5.865 -1.966
H -2.562 5.399 -1.280
H -3.186 4.394 -0.015
H -2.142 4.637 -4.905
H -2.161 5.603 -3.458
H -3.658 5.043 -4.080
C 4.663 -3.245 -2.588
C 4.535 -4.562 -3.295
N 3.693 -5.497 -2.486
C 2.290 -5.045 -2.300
C 1.613 -5.838 -1.213
C 3.792 -6.888 -3.004
C 3.400 -7.035 -4.506
H 3.792 -2.599 -2.702
H 5.464 -2.613 -2.973
H 4.790 -3.390 -1.515
H 4.158 -4.536 -4.317
H 5.558 -4.938 -3.293
H 2.361 -4.047 -1.869
H 1.767 -5.069 -3.256
H 1.226 -6.812 -1.514
H 2.244 -5.941 -0.330
H 0.729 -5.328 -0.832
H 3.268 -7.629 -2.401
H 4.841 -7.175 -2.928
H 4.188 -6.576 -5.104
H 2.348 -6.765 -4.595
H 3.422 -8.093 -4.769
C 5.720 3.398 -2.970
C 4.652 4.412 -2.459
N 4.768 4.704 -1.029
C 4.344 3.592 -0.167
C 4.461 3.886 1.272
C 6.056 5.363 -0.649
C 6.189 6.796 -0.998
H 5.538 3.321 -4.042
H 5.543 2.382 -2.617
H 6.742 3.764 -2.876
H 4.674 5.363 -2.992
H 3.667 3.981 -2.640
H 3.305 3.378 -0.416
H 4.911 2.688 -0.389
H 4.327 4.937 1.530
H 3.814 3.221 1.844
H 5.446 3.596 1.638
H 6.915 4.805 -1.021
H 6.145 5.299 0.435
H 6.589 6.820 -2.012
H 6.962 7.260 -0.385
H 5.285 7.366 -0.781
C 2.403 -3.307 0.921
C 2.531 -2.311 2.021
N 2.666 -3.023 3.291
C 3.940 -3.793 3.459
C 4.038 -4.577 4.745
C 2.370 -2.092 4.431
C 3.265 -0.885 4.526
H 2.202 -2.632 0.089
H 1.616 -4.021 1.161
H 3.408 -3.697 0.760
H 3.406 -1.700 1.801
H 1.737 -1.564 2.015
H 4.108 -4.534 2.678
H 4.728 -3.039 3.457
H 3.237 -5.317 4.748
H 4.957 -5.159 4.674
H 3.993 -4.063 5.705
H 2.216 -2.648 5.356
H 1.418 -1.624 4.182
H 3.477 -0.265 3.654
H 4.291 -1.090 4.830
H 2.806 -0.101 5.129
C -7.344 3.207 2.437
C -7.133 1.649 2.356
N -5.758 1.189 2.090
C -5.263 1.448 0.714
C -3.724 1.369 0.760
C -5.501 -0.180 2.639
C -6.072 -1.298 1.765
H -6.810 3.721 3.237
H -8.386 3.509 2.547
H -6.991 3.673 1.517
H -7.434 1.073 3.232
H -7.788 1.182 1.620
H -5.544 2.431 0.334
H -5.578 0.741 -0.054
H -3.380 1.683 -0.226
H -3.293 0.434 1.116
H -3.346 2.171 1.394
H -4.435 -0.364 2.771
H -5.923 -0.184 3.644
H -6.320 -2.209 2.310
H -7.071 -1.051 1.406
H -5.483 -1.500 0.870
C -4.578 -4.366 3.892
C -3.438 -5.089 3.007
N -3.439 -4.701 1.566
C -2.976 -3.341 1.311
C -1.432 -3.297 1.136
C -4.722 -5.045 0.931
C -4.587 -5.221 -0.562
H -4.641 -3.280 3.959
H -4.545 -4.749 4.913
H -5.570 -4.729 3.624
H -2.432 -4.935 3.398
H -3.627 -6.148 3.180
H -3.359 -2.996 0.350
H -3.380 -2.646 2.047
H -1.168 -2.241 1.199
H -0.900 -3.810 1.938
H -1.141 -3.665 0.152
H -5.455 -4.277 1.176
H -5.091 -6.018 1.256
H -5.584 -5.467 -0.928
H -3.914 -6.059 -0.747
H -4.381 -4.338 -1.166
*
```

Mulliken population analysis, charges in e, atoms 1 to 4: -1.04, -0.30, -0.13, 0.47

=====

Which of these has the lowest HOMO-LUMO gap?
C48H123N5O18S6